Molecular formula: C18H44FINO5P3
Method: DFT, ωB97M-V/def2-TZVPD

```
73
Properties=species:S:1:pos:R:3:mulliken_charge:R:1
C -1.876 4.873 -2.749 -1.10
C -1.228 5.577 -1.515 -0.29
O -1.052 4.687 -0.424 -0.24
C -0.074 3.682 -0.771 -1.52
P 1.236 3.438 0.659 0.23
C 2.063 5.059 0.018 -1.35
I 3.141 3.049 2.353 -0.21
C 0.359 1.801 1.171 -0.20
C -1.154 1.912 1.527 -0.47
C -1.873 0.704 0.821 -0.16
F -3.251 0.844 0.751 -0.39
O 0.253 4.229 1.798 -0.10
C 0.658 5.331 2.534 -0.44
C 0.268 5.071 4.052 -1.19
P 2.473 2.340 -0.860 -0.24
P 3.650 0.672 -0.149 0.95
O 3.804 -0.265 -1.346 -0.72
O 5.237 1.091 0.243 -0.55
O 2.980 -0.280 1.065 -0.50
H -1.159 4.232 -3.296 0.25
H -2.775 4.293 -2.467 0.25
H -2.188 5.669 -3.459 0.42
H -1.941 6.359 -1.183 0.39
H -0.293 6.094 -1.810 0.28
H -0.566 2.727 -1.062 0.23
H 0.485 4.039 -1.669 0.92
H 1.323 5.870 -0.128 0.25
H 2.855 5.344 0.736 0.46
H 2.572 4.846 -0.939 0.50
H 0.897 1.430 2.067 0.36
H 0.531 1.043 0.387 -0.01
H -1.290 1.720 2.612 0.49
H -1.691 2.813 1.199 0.26
H -1.486 0.700 -0.224 0.19
H -1.553 -0.257 1.260 0.12
H 1.701 5.675 2.570 0.35
H 0.041 6.221 2.244 0.29
H 0.865 5.770 4.673 0.37
H -0.816 5.143 4.222 0.28
H 0.670 4.059 4.271 0.25
H 1.510 1.693 -1.716 -0.01
H 5.311 1.110 1.202 0.32
H 3.389 -0.092 1.914 0.31
C 1.593 -2.821 -0.573 -1.64
C 0.278 -2.549 0.145 0.56
C -0.260 -3.697 1.004 -0.98
C -0.371 -5.082 0.382 -0.84
N -1.589 -5.350 -0.484 0.25
C -1.726 -4.466 -1.703 -0.56
C -0.732 -5.030 -2.689 -0.35
C -0.891 -6.538 -2.517 -0.65
C -1.429 -6.747 -1.098 -0.46
C -2.842 -5.299 0.337 -1.11
H 1.623 -3.791 -1.076 0.32
H 1.761 -2.056 -1.331 0.34
H 2.427 -2.782 0.129 0.30
H -0.471 -2.217 -0.577 0.08
H 0.434 -1.688 0.798 0.25
H -1.212 -3.394 1.447 0.11
H 0.426 -3.802 1.851 0.49
H -0.436 -5.813 1.189 0.39
H 0.512 -5.340 -0.201 0.65
H -2.744 -4.585 -2.078 0.50
H -1.579 -3.424 -1.439 0.17
H 0.285 -4.723 -2.445 0.03
H -0.932 -4.704 -3.708 0.52
H 0.050 -7.062 -2.678 0.37
H -1.603 -6.934 -3.242 0.30
H -0.764 -7.335 -0.469 0.30
H -2.410 -7.219 -1.120 0.36
H -2.984 -4.283 0.698 0.37
H -2.740 -5.998 1.164 0.39
H -3.681 -5.584 -0.294 0.47
```

The relative energy (zero: lowest compared OMol25 entry of this formula, charge and spin) is 206.0 kJ/mol. For the HOMO energy, the calculation gives -6.74 eV. Its multiplicity is 1. As for the HOMO-LUMO gap: 5.93 eV. The calculation puts the total energy at -2564.7228 a.u.